252
Properties=species:S:1:pos:R:3:forces:R:3:mulliken_charge:R:1 method="wB97M-V/def2-TZVPD" homo_energy_ev=-13.43 e_lumo_ev=-8.28 charge=+4 homo_lumo_gap_ev=5.15 energy_ev=-199497.3423
C 6.6496 0.4359 -2.8040 -0.4908 1.4432 0.0746 -1.546
C 5.5192 1.4518 -2.4539 -0.2827 -1.4603 -0.0612 0.412
C 5.4301 1.6704 -0.9166 0.2106 1.0677 -0.7210 0.086
C 5.2760 3.1862 -0.6012 -0.1774 0.8121 -0.7243 -1.244
N 4.6967 3.6424 0.7393 -0.9345 -0.7368 -0.6343 0.803
C 5.5458 3.0967 1.8542 0.3891 0.7037 -0.2037 -0.574
C 5.4426 4.1115 2.9608 -0.3214 -1.7065 1.5708 -0.633
C 5.2590 5.4572 2.3646 0.3221 0.0244 -0.8165 -0.494
C 4.6539 5.1977 0.9366 -0.4600 0.2926 0.8305 -0.143
C 3.2332 3.0542 0.8721 1.3207 0.1490 0.0900 -0.997
H 6.5349 0.0774 -3.8270 0.2600 0.1269 -0.0044 0.449
H 6.6878 -0.4278 -2.1402 -0.0593 0.1059 0.1527 0.263
H 7.5355 1.0603 -2.6885 0.5423 -0.6905 -0.2238 0.449
H 4.5973 0.9842 -2.7997 -0.3945 0.2328 0.1339 -0.786
H 5.6107 2.3543 -3.0582 0.2943 0.1467 0.2839 0.622
H 6.4121 1.3997 -0.5285 -0.1654 -0.3391 0.3707 0.463
H 4.6621 0.9844 -0.5592 0.0065 0.2643 0.3986 -0.033
H 4.8064 3.8183 -1.3549 -1.0262 -0.5407 -0.2019 0.218
H 6.2653 3.6098 -0.7741 0.3568 0.1091 0.9907 0.683
H 5.2451 2.0947 2.1602 0.0016 0.0127 -0.3466 0.159
H 6.5636 3.1130 1.4646 0.0104 -0.3205 -0.0200 0.641
H 4.6227 3.8334 3.6229 -0.3508 0.1040 -0.0100 -0.038
H 6.3176 4.0192 3.6041 0.1198 0.2085 -0.0586 0.557
H 4.7248 6.0845 3.0782 -0.2271 0.1987 -0.6498 0.219
H 6.2710 5.8492 2.2635 -0.2008 0.4975 -0.3470 0.443
H 3.6050 5.4361 0.7601 0.0471 0.1758 0.5455 -0.092
H 5.1644 5.8369 0.2164 0.4090 -0.9223 -0.5807 0.404
H 2.4996 3.5387 0.2277 0.5376 0.2159 -0.2883 0.025
H 2.8726 3.1694 1.8942 0.4036 0.2213 0.0425 0.332
H 3.2893 1.9906 0.6405 0.0320 0.3484 0.0173 -0.007
C -1.2385 -0.8272 -9.9029 0.3566 0.5854 -1.4606 -1.300
C -0.4742 -1.6694 -8.9168 -0.6729 -1.1422 0.2859 -0.622
C -0.6949 -1.3701 -7.4469 -0.1479 2.6092 -0.1406 -0.666
C 0.0892 -0.0597 -7.0011 -0.0420 -2.7238 0.3375 -0.625
N 0.1033 0.1019 -5.4711 -1.2564 1.2214 1.7306 1.036
C 0.5783 1.4672 -5.0646 0.8964 1.6339 -1.3937 -0.891
C 2.0713 1.3950 -4.7516 -0.3852 -0.0022 -0.3686 -0.341
C 2.2208 0.0270 -4.0824 -1.7337 -0.5277 0.6881 0.163
C 1.0484 -0.8612 -4.6881 0.5389 0.4017 -1.3822 -1.168
C -1.3519 0.0948 -4.8935 0.4716 -0.6139 -1.3697 -0.801
H -1.8409 -1.4403 -10.5732 -0.9031 -0.1175 0.7684 0.356
H -0.5945 -0.5075 -10.7222 0.4605 0.9998 0.4789 0.342
H -1.7819 -0.0012 -9.4441 -0.1494 0.0172 -0.3753 0.333
H 0.5578 -1.7621 -9.2553 -0.0188 -0.6136 0.3425 0.447
H -1.1046 -2.5586 -8.9157 1.1643 -1.0324 -0.5628 0.357
H -0.5005 -2.2069 -6.7760 0.1948 0.0339 -0.0972 0.398
H -1.7703 -1.2003 -7.4990 -0.1607 0.0781 0.9307 0.397
H -0.2085 0.8541 -7.5153 -0.1724 -0.0955 0.3694 0.391
H 1.0934 -0.3593 -7.3010 0.3726 0.7561 0.2334 0.381
H -0.0641 1.9871 -4.3539 0.2715 -0.9342 0.7867 0.284
H 0.4283 2.1440 -5.9056 0.0958 -0.1910 -0.3914 0.368
H 2.3484 2.2908 -4.1958 0.1508 -0.3653 0.4708 -0.230
H 2.6316 1.4913 -5.6816 0.0453 -0.3437 -0.0904 0.558
H 1.9518 0.1101 -3.0294 0.1766 0.2212 0.1754 -0.264
H 3.1838 -0.4837 -4.0934 -0.0499 0.1722 -0.5240 0.855
H 0.4362 -1.4423 -3.9984 0.1911 0.3062 0.1790 0.279
H 1.4389 -1.5477 -5.4393 -0.0367 -0.0424 0.0415 0.284
H -1.8970 -0.6364 -5.4904 -0.1251 -0.1461 0.6487 -0.178
H -1.7911 1.0748 -5.0801 0.1401 -0.0653 -0.1038 0.436
H -1.3524 -0.1080 -3.8226 0.2051 -0.1732 -0.2487 0.383
C -1.4499 -4.5267 -1.6654 0.1613 1.4342 0.5045 -0.566
O -2.7086 -4.7942 -1.1355 -0.8166 -0.8070 0.4344 0.512
C -2.8109 -6.1308 -0.7057 -0.5786 0.0762 -0.8079 -0.355
C -4.2812 -6.4142 -0.7580 -1.1643 0.1241 -1.6283 -0.837
N -4.7302 -6.4908 -2.2845 0.9183 -2.6816 1.9562 0.106
H -5.7213 -6.3049 -2.3408 -0.5901 -0.1710 -0.1975 0.438
H -4.2764 -5.6802 -2.6808 0.3424 0.6382 -1.1960 0.161
C -4.4354 -7.8587 -3.0403 -0.0515 1.2266 -0.3990 -0.579
C -5.1916 -7.9125 -4.3839 -1.0359 0.2678 2.7164 -0.646
O -6.5883 -7.7953 -3.9783 1.0872 0.5586 -0.4129 -0.343
C -7.4668 -7.6835 -5.0869 -0.0704 -0.9408 -1.3934 -0.792
H -1.4975 -3.4444 -1.7860 0.5827 -0.1126 -0.6813 -0.196
H -1.2730 -5.0608 -2.5989 0.1764 0.0696 -0.0103 0.451
H -0.7296 -4.7320 -0.8735 0.6451 -0.2424 -0.2260 0.021
H -2.3858 -6.2870 0.2858 0.0196 -0.0566 0.1948 0.201
H -2.3121 -6.7692 -1.4349 0.3536 -0.3061 0.1206 0.518
H -4.7889 -5.4896 -0.4836 -0.1290 -0.2468 0.5944 0.300
H -4.6271 -7.2741 -0.1843 -0.0596 0.0281 -0.3282 0.397
H -4.7115 -8.7396 -2.4607 -0.1088 0.5496 0.5666 0.409
H -3.3704 -7.8756 -3.2718 0.0253 0.0493 0.2784 0.385
H -5.0186 -8.9334 -4.7243 0.1646 0.2637 -0.8191 0.447
H -4.7925 -7.0704 -4.9494 -0.5335 -0.2300 -0.8098 0.388
H -7.3387 -8.5343 -5.7561 0.3077 -0.3828 -0.0162 0.331
H -7.2573 -6.8392 -5.7436 -0.0965 0.4992 0.4735 0.305
H -8.5241 -7.7775 -4.8390 0.2611 0.5624 0.7073 0.285
C -0.9342 -5.2730 7.9666 0.7356 1.3260 0.3742 -0.765
O 0.3399 -5.3539 7.2487 0.1646 -0.6872 0.9158 -0.260
C 1.4789 -5.6810 8.1140 0.0177 0.7183 -1.8561 -0.615
C 2.7462 -5.6406 7.1716 -0.6996 0.6704 0.3586 -0.643
N 2.6118 -4.4907 6.0826 -0.4842 -1.8170 -0.6363 -0.045
H 1.9009 -3.8367 6.3776 -0.6653 0.0737 0.3553 0.291
H 3.4290 -3.8984 6.0457 0.7473 -0.2164 -0.2925 0.453
C 2.0892 -4.9606 4.6532 -0.0139 0.2190 1.3318 -1.013
C 2.3932 -4.0055 3.5411 -0.2446 2.8078 0.2516 -0.277
O 1.9812 -2.6127 3.9436 1.1807 -3.1450 -0.0957 -0.445
C 1.9601 -1.5481 3.0096 -0.2413 0.9343 -0.1045 0.619
H -0.6715 -4.7840 8.9046 -0.4126 -0.3996 0.4102 0.373
H -1.5346 -6.1724 8.1031 0.7252 -0.3819 -0.0907 0.300
H -1.5807 -4.5409 7.4827 0.2192 -0.0974 -0.4998 0.207
H 1.3699 -6.6247 8.6485 0.0546 -0.2605 -0.4310 0.462
H 1.6741 -4.9367 8.8861 -0.5574 0.3934 0.0014 0.426
H 2.9821 -6.5861 6.6832 -0.2485 0.2746 -0.2628 0.321
H 3.5861 -5.3621 7.8081 0.1142 -0.0136 -0.2451 0.442
H 1.0371 -5.1205 4.8892 -0.0076 0.1347 -0.3663 0.194
H 2.4829 -5.9204 4.3188 0.3191 -0.1286 0.7352 0.472
H 1.9222 -4.3721 2.6290 -0.6127 0.2136 -0.0273 0.332
H 3.4507 -4.0291 3.2779 0.4332 0.2684 0.3214 0.418
H 2.7665 -0.8150 2.9949 0.9486 -0.4672 0.7563 0.328
H 1.1409 -0.9514 3.4108 -0.4803 -0.0566 -1.0366 -0.546
H 1.9342 -1.8108 1.9521 -0.9522 -0.4583 0.1553 -0.167
C -4.6304 1.6593 0.0291 1.0099 1.2766 -0.0570 -1.032
O -3.9785 0.4350 0.2474 -0.4253 -1.5047 0.4811 0.127
C -4.4817 -0.6788 -0.4656 0.9223 -1.1039 0.0852 -0.872
C -3.5936 -1.9334 -0.1391 0.9159 1.0844 1.5133 0.560
N -3.0756 -1.8557 1.3418 0.0734 -0.8128 1.4061 -0.026
H -2.8438 -0.8943 1.5472 1.0296 0.8471 -0.5805 -0.141
H -3.8053 -1.9664 2.0313 -0.9758 -0.4510 -0.1093 0.561
C -1.9729 -2.8546 1.8406 -0.9211 -0.9881 -0.0661 0.201
C -1.8990 -3.1653 3.3932 -0.3192 3.5752 -0.4038 -0.853
O -1.2056 -2.0774 3.9979 1.4587 -0.3245 1.6271 0.335
C -0.6974 -2.4294 5.3247 0.0489 1.8510 -0.3101 -0.304
H -4.5785 1.8860 -1.0358 -0.3977 0.1915 -0.0445 0.342
H -3.9975 2.3693 0.5616 0.1707 0.2231 -0.2544 0.222
H -5.6060 1.8612 0.4713 -0.4112 -0.9581 -0.2062 0.348
H -4.3159 -0.6064 -1.5404 -0.2630 0.4378 -0.2642 0.395
H -5.5372 -0.8879 -0.2912 -0.0968 0.1645 0.2421 0.537
H -2.6341 -1.8613 -0.6514 -0.2773 -0.1335 -0.4495 -0.293
H -4.0756 -2.8992 -0.2906 0.1143 0.2567 -0.0541 0.080
H -1.0155 -2.5584 1.4121 -0.1531 0.0986 0.0593 -0.197
H -2.3585 -3.7808 1.4145 0.4319 -0.1650 -0.4024 0.100
H -1.3447 -4.0294 3.7595 -0.7186 -0.7933 -0.9572 0.325
H -2.8635 -2.9369 3.8467 -0.8109 -1.6983 -0.2229 0.334
H -1.3389 -2.2768 6.1927 -1.1668 -0.2160 -0.4297 0.530
H 0.0157 -1.6274 5.5152 0.6215 -0.4774 -0.1128 0.143
H -0.2731 -3.4252 5.4534 0.1182 -0.0441 -0.6103 -0.429
C 3.3174 -2.4502 -0.3784 -0.6560 -1.8872 -0.8485 -0.700
O 3.7561 -3.8141 -0.1139 -0.2676 -1.3269 1.2482 -0.219
C 5.0899 -4.0367 0.3038 -0.7780 1.9508 0.6895 -0.359
C 5.5388 -5.4752 0.5373 -0.2514 -0.7688 0.0508 -0.810
N 4.4929 -6.4258 1.1772 -0.7121 -0.0377 -1.4330 0.203
H 4.8714 -7.0119 1.9075 1.0855 -0.8443 -0.3835 0.490
H 3.9133 -5.8813 1.7999 -1.1273 0.7860 -0.5176 -0.283
C 3.6023 -7.2772 0.2030 -0.2932 0.9868 1.0003 -0.361
C 2.4942 -7.9081 1.0344 -0.0379 0.2262 0.6890 -0.813
O 1.7026 -6.9164 1.7858 0.1979 -0.7862 -2.4654 -0.240
C 0.3668 -6.8768 1.1605 -0.2379 -0.2352 1.6623 -0.628
H 3.3269 -1.7109 0.4226 0.8402 -0.1374 0.0311 0.107
H 2.2644 -2.6715 -0.5525 -0.0479 0.6167 -0.2889 -0.062
H 3.7901 -2.2188 -1.3329 0.0269 0.9097 0.2457 0.777
H 5.2627 -3.5403 1.2587 -0.1383 0.3858 0.3103 0.331
H 5.6681 -3.4518 -0.4115 1.0280 -0.7617 -0.0834 0.477
H 6.2673 -5.5205 1.3468 0.6435 0.5251 -0.6821 0.336
H 5.9215 -5.8809 -0.3992 -0.1165 -0.6222 0.3524 0.381
H 4.1871 -8.0689 -0.2655 0.3224 0.2876 0.1083 0.438
H 3.2421 -6.5591 -0.5336 0.0427 -0.0475 0.0285 0.264
H 2.9624 -8.6371 1.6957 0.0294 0.2860 0.7054 0.422
H 1.8657 -8.5757 0.4450 -0.1276 0.4154 -0.3765 0.519
H -0.1570 -5.9513 1.3998 0.4535 0.2317 0.2185 -0.315
H -0.1556 -7.6732 1.6904 -0.4125 -0.0949 -0.3750 0.478
H 0.2569 -7.0136 0.0847 0.8539 -0.0744 -0.0515 0.626
C -3.3718 1.7300 3.6361 1.1822 1.2886 1.8198 -1.380
C -1.7751 1.6928 3.7347 -0.7371 -1.9806 -1.1254 0.755
N -1.0622 1.9093 5.0773 -1.0603 -0.2303 0.6430 0.873
C -1.7975 1.0405 6.1200 1.0729 -0.8017 -0.8681 -1.038
C 0.4914 1.4492 4.9959 0.2577 1.0845 -1.2820 -0.026
C 1.3332 2.0941 3.8481 -1.2205 0.3928 -0.6290 -0.685
C -1.3880 3.4065 5.4682 2.3016 -1.0398 -0.6573 -0.449
C -0.2492 4.0130 6.2840 -0.4813 1.5668 0.0579 -0.884
O 0.0998 3.4825 7.5020 -0.3394 -1.1467 2.2574 -0.362
C -0.2817 4.2245 8.6802 -0.4057 0.6092 0.1911 -0.844
H -3.8680 1.3583 4.5327 0.2134 -0.1360 0.1419 0.397
H -3.8588 1.1838 2.8283 0.7847 0.1706 -0.4045 -0.021
H -3.6082 2.7939 3.6240 -0.5312 -0.0849 -0.4114 0.466
H -1.3747 2.3289 2.9453 0.2127 0.3736 0.5203 0.627
H -1.5171 0.6917 3.3894 0.4622 -0.1358 0.2963 -0.920
H -2.7664 1.4315 6.4305 0.3634 0.2712 -0.2354 0.361
H -1.1732 0.8370 6.9900 0.1036 0.5217 -0.0771 0.238
H -1.9427 0.0940 5.5994 -0.1980 -0.1481 0.1597 0.341
H 0.5644 0.3633 4.9346 -0.7535 0.0603 0.1190 -0.864
H 1.1042 1.7925 5.8294 -1.1912 -0.0605 0.8193 0.734
H 2.4023 1.9061 3.9467 -0.0260 0.1053 0.7787 0.952
H 1.1174 3.1622 3.8741 0.5151 0.2036 0.1184 0.054
H 1.1779 1.8306 2.8018 -0.7697 -0.6262 0.1060 -0.105
H -2.3913 3.3987 5.8940 0.2720 0.1522 -0.0282 0.487
H -1.3167 3.8838 4.4908 -0.4252 0.6615 0.3062 0.533
H -0.5835 5.0324 6.4769 0.2966 0.4540 -0.7109 0.846
H 0.6965 4.0159 5.7419 -0.3976 0.3954 -0.6384 -0.125
H 0.0407 5.2635 8.7483 1.1522 -0.0281 -0.6768 0.345
H 0.0771 3.7174 9.5759 -0.0621 -0.2226 -0.3534 0.279
H -1.3428 4.4549 8.7752 -0.5594 -1.0226 -0.2450 0.364
C -3.3133 4.9201 -2.0459 0.8665 -0.8650 0.4608 -0.877
C -2.4587 5.6521 -3.0747 -1.5260 -0.2830 1.2833 -0.822
N -2.8185 7.1686 -3.0484 -0.5606 -0.3656 -2.1942 0.125
C -1.8646 7.7589 -4.0897 -1.0417 1.2815 -0.0602 -0.980
C -4.3830 7.3941 -3.4409 1.0982 -1.8669 -1.1235 -0.322
C -4.7371 6.5041 -4.6232 -0.1020 -0.2397 -1.1876 -1.190
C -2.7344 7.9709 -1.7985 1.5385 -0.3651 0.7241 -0.683
C -1.3666 7.9576 -1.1978 0.3229 -0.9376 1.0759 -0.930
O -1.0907 6.6080 -0.8221 1.3144 0.5436 0.2618 0.023
C 0.2274 6.4976 -0.1954 -0.6764 0.0426 0.1747 -0.617
H -4.3941 5.0387 -2.1232 0.1552 0.3641 0.0026 0.276
H -2.9211 5.0830 -1.0420 -0.3958 0.4445 0.0602 0.303
H -3.1476 3.8510 -2.1784 0.0363 -0.2149 -0.2801 0.151
H -2.6976 5.1830 -4.0292 -0.1390 1.0031 -0.3729 0.689
H -1.3988 5.4483 -2.9229 -0.0968 0.7898 0.3272 0.458
H -2.2065 8.7897 -4.1827 0.1239 0.0667 -0.4122 0.401
H -1.9158 7.2626 -5.0589 -0.3139 -0.1419 0.3070 0.425
H -0.8164 7.8271 -3.7985 -0.2530 -0.5774 0.5167 0.274
H -4.5335 8.4557 -3.6368 0.3047 -0.1412 0.0733 0.546
H -5.0331 7.0369 -2.6421 0.6237 0.4983 0.5399 0.379
H -4.8658 5.4340 -4.4609 0.1455 0.0317 0.8854 0.278
H -3.9998 6.5164 -5.4259 -0.0066 0.4885 -0.0950 0.309
H -5.6959 6.7505 -5.0794 0.0398 0.5817 0.1194 0.423
H -3.4434 7.5615 -1.0789 -0.0550 0.2332 -0.1337 0.328
H -2.8590 9.0372 -1.9872 -0.9183 -0.1767 -0.5465 0.428
H -1.4293 8.6034 -0.3219 0.1082 0.0295 0.3368 0.469
H -0.5713 8.3853 -1.8082 -0.0046 -0.0975 -0.2914 0.503
H 1.0579 6.6661 -0.8809 -0.1224 0.0201 -0.3620 0.321
H 0.2829 5.5006 0.2418 -0.0821 -0.0326 -0.1419 -0.145
H 0.3182 7.2111 0.6237 -0.1595 0.0996 0.0606 0.449
C -0.4098 1.5595 -0.8836 0.9224 -1.2276 1.0986 -0.754
F -1.6379 1.1705 -1.3887 1.9643 1.2381 0.3587 0.009
F 0.5058 1.8344 -1.8343 -1.3188 0.1078 -0.1100 0.237
F -0.4890 2.6119 -0.0581 -0.7775 -0.1422 -0.9259 0.002
S 0.2996 0.1630 0.1503 1.3063 -0.2007 1.2845 0.261
O 0.3836 -0.9845 -0.7060 -0.0272 -0.7378 -1.3678 -0.151
O 1.6339 0.5779 0.6560 -2.0029 0.0300 -0.7151 -0.172
O -0.7103 -0.0258 1.1758 -0.3732 0.4693 0.4999 -0.252
C 2.9304 5.3722 -3.9179 0.3095 2.8173 0.9633 0.354
F 2.7319 4.4119 -3.0024 0.7043 -0.9335 -0.1756 -0.057
F 3.6366 4.9357 -4.9878 -1.6174 -0.2535 0.8713 -0.229
F 1.6238 5.7552 -4.1865 1.2815 -0.4267 -1.0351 -0.171
S 3.8984 6.8999 -3.1307 2.1222 -0.1497 2.2558 1.118
O 4.2130 7.8246 -4.1592 0.0538 -0.2675 -1.8029 -0.642
O 2.9929 7.5026 -2.1695 -0.7536 -1.3306 0.3184 -0.648
O 5.1079 6.2569 -2.5055 -2.4341 -0.0451 -0.9712 -0.661
C 1.9186 6.4555 3.5570 -1.8687 3.0416 4.0404 0.357
F 1.7227 5.9102 2.4167 0.1846 -1.0538 -2.3833 0.041
F 2.3980 5.5788 4.4237 0.3066 -2.2917 0.6414 -0.224
F 2.8509 7.3947 3.5684 0.5358 0.7329 -1.3280 -0.275
S 0.3119 7.2448 4.3290 -1.2133 3.0120 -3.4629 1.143
O 0.5466 7.3577 5.7313 0.6642 -0.3381 0.8318 -0.642
O 0.2047 8.5570 3.5738 0.5177 -3.4920 1.6289 -0.679
O -0.7544 6.2892 3.9793 0.7591 -0.3391 -0.0196 -0.648
C -5.5371 -1.8935 -4.5765 1.0826 -0.5869 -1.9275 0.617
F -6.4178 -2.1380 -5.5714 0.4359 -0.8758 0.9666 -0.236
F -5.1686 -0.6487 -4.7954 1.1512 1.1282 -0.0314 -0.235
F -6.1126 -1.9017 -3.4075 -0.8474 -0.6810 1.2502 -0.216
S -3.9552 -3.0937 -4.5917 1.8893 1.6008 0.1856 0.968
O -2.9371 -2.5160 -3.6541 -1.8467 -0.0500 -0.7084 -0.643
O -4.4657 -4.3456 -4.0577 -0.5622 -0.5199 -0.0912 -0.718
O -3.4628 -3.0726 -5.9618 -1.0036 -0.1405 0.9345 -0.653